Record 1
2 unconnected molecules or ions with the total composition C4H10S. Source: OMol25; level of theory: ωB97M-V with the def2-TZVPD basis set.

Computed properties:
Relative energy (zero: lowest compared OMol25 entry of this formula, charge and spin) (eV): 1.6173
Frontier orbital gap (hartree): 0.3617
SMILES: C=C(C)C.S

Geometry as ORCA input:
```
! RIJCOSX wB97M-V def2-TZVPD def2/J DEFGRID3
* xyz 0 1
C 0.01456 -1.30997 -0.04379
C 0.63311 -0.14653 -0.17342
C 0.32982 0.72605 -1.31180
C 1.72934 0.29378 0.76059
H -0.70023 -1.67610 -0.77387
H -0.00817 -1.95587 0.80350
H -0.72896 0.71885 -1.40284
H 0.62121 1.81293 -1.01247
H 0.73982 0.64423 -2.33552
H 1.62300 -0.01280 1.82412
H 1.67489 1.40523 0.58938
H 2.69780 -0.19153 0.66614
S -3.04745 -0.40291 0.35683
H -1.93766 0.33671 0.49583
H -3.64107 -0.24206 1.55732
*
```

Record 2
A molecular structure, C23H24BBr2N7O2SSc. Source: OMol25; level of theory: ωB97M-V with the def2-TZVPD basis set.

Computed properties:
Frontier orbital gap (hartree): 0.2740

Geometry as ORCA input:
```
! RIJCOSX wB97M-V def2-TZVPD def2/J DEFGRID3
* xyz 1 1
Sc -0.12576 0.15247 -0.39865
C 1.21042 3.79236 -2.07576
C 1.65958 2.51893 -1.74748
N 0.65141 1.64429 -1.77946
N -0.45296 2.34150 -2.13236
C -0.13938 3.63064 -2.30870
B -1.81249 1.66090 -2.44174
N -2.60050 1.47454 -1.12770
C -3.67616 2.15938 -0.71790
C -4.04768 1.69385 0.52670
C -3.12201 0.69819 0.81294
N -2.25437 0.56668 -0.19434
N -1.50673 0.27036 -3.02624
C -1.84872 -0.20798 -4.22886
C -1.40248 -1.51030 -4.32747
C -0.77498 -1.74979 -3.10943
N -0.83309 -0.66884 -2.32894
H 1.77973 4.69503 -2.14855
H 2.66110 2.19849 -1.51927
H -0.87855 4.35498 -2.58776
H -2.43577 2.31511 -3.19707
H -4.11925 2.92950 -1.31571
H -4.86164 2.02971 1.13582
H -3.06129 0.07657 1.68919
H -2.38041 0.39771 -4.93471
H -1.51310 -2.18071 -5.15470
H -0.29480 -2.64885 -2.76747
C 2.78881 -1.92586 -1.03795
C 3.05441 -0.92038 0.03988
C 4.29721 -0.84294 0.69465
C 4.54112 0.16630 1.58758
C 3.54895 1.13227 1.83948
C 3.70479 2.29844 2.62386
Br 5.35543 2.64303 3.50632
C 2.68939 3.21844 2.73124
C 1.45599 2.98447 2.12822
Br 0.07730 4.27891 2.19745
C 1.19026 1.80986 1.42784
O 0.02573 1.51394 0.93840
C 2.29268 0.91999 1.21476
N 2.07047 -0.08775 0.32907
H 3.70372 -2.43914 -1.32429
H 2.37129 -1.41183 -1.91081
H 2.05805 -2.66334 -0.70114
H 5.06186 -1.57049 0.47122
H 5.49468 0.24195 2.08675
H 2.83519 4.13032 3.29043
O -0.31328 -1.66808 0.46794
S -0.26635 -3.05545 1.06378
C -0.54608 -2.80904 2.86398
C -2.02270 -3.05182 3.13425
C -2.44915 -4.16436 2.18398
C -1.96276 -3.72582 0.81300
H -0.20950 -1.80009 3.10500
H 0.09012 -3.52906 3.37633
H -2.59153 -2.14664 2.91946
H -2.19120 -3.32118 4.17583
H -3.53107 -4.31158 2.19205
H -1.97211 -5.10155 2.47338
H -2.54804 -2.89325 0.41785
H -1.92378 -4.53298 0.08582
*
```

Record 3
11 unconnected molecules or ions with the total composition C30H58Br8Cl6O5. Source: OMol25; level of theory: ωB97M-V with the def2-TZVPD basis set.

Computed properties:
Frontier orbital gap (hartree): 0.3626
SMILES: ClC(Cl)Cl.ClC(Cl)Cl.C1CCOC1.C1CCOC1.C1CCOC1.C1CCOC1.C1CCOC1.BrCCBr.BrCCBr.BrCCBr.BrCCBr

Geometry as ORCA input:
```
! RIJCOSX wB97M-V def2-TZVPD def2/J DEFGRID3
* xyz 0 1
Cl 25.12364 -22.25356 -24.46809
C 26.79010 -22.52407 -23.95584
Cl 27.88751 -22.99166 -25.28739
Cl 26.88903 -23.50533 -22.49043
H 27.09406 -21.52198 -23.68278
Cl 31.41753 -20.06047 -16.95799
C 29.75258 -20.52014 -17.27260
Cl 29.28805 -21.91635 -16.34994
Cl 29.51298 -20.88381 -19.02420
H 29.13181 -19.68622 -16.96918
C 24.00574 -19.84100 -20.82387
C 24.55655 -19.59109 -19.39655
C 26.01653 -19.79308 -19.70594
O 26.26371 -19.15646 -20.98251
C 25.07252 -19.29068 -21.77349
H 22.98094 -19.50902 -20.97665
H 24.01182 -20.92449 -20.97862
H 24.15266 -20.34151 -18.72123
H 24.33245 -18.57906 -19.06592
H 26.33802 -20.83501 -19.83125
H 26.78615 -19.35556 -19.06496
H 25.18505 -20.00390 -22.58674
H 24.71857 -18.32976 -22.14968
C 33.53570 -15.16696 -18.82038
C 33.18225 -16.08904 -19.99171
C 32.11114 -16.99105 -19.37832
O 31.40822 -16.11511 -18.51129
C 32.34125 -15.24690 -17.87610
H 33.63778 -14.12747 -19.13874
H 34.42926 -15.46586 -18.27458
H 34.06964 -16.54888 -20.42770
H 32.72468 -15.55555 -20.82701
H 32.51361 -17.91001 -18.93423
H 31.39154 -17.35291 -20.11211
H 32.69355 -15.66138 -16.92360
H 31.82058 -14.31138 -17.68294
C 34.24279 -21.59392 -19.01610
C 35.15038 -21.57049 -20.27647
C 34.39474 -22.30927 -21.38360
O 33.10139 -22.57229 -20.82548
C 33.22001 -22.65448 -19.41671
H 33.82797 -20.60242 -18.83440
H 34.80499 -21.84239 -18.11659
H 36.11618 -22.04509 -20.11023
H 35.28995 -20.51200 -20.50500
H 34.87073 -23.29152 -21.52350
H 34.29271 -21.85207 -22.36631
H 33.66100 -23.60814 -19.10478
H 32.23310 -22.48216 -18.99244
C 31.51456 -20.33329 -22.48885
C 30.38528 -19.31522 -22.41521
C 29.07658 -20.09534 -22.65314
O 29.50632 -21.35300 -23.16841
C 30.82690 -21.67662 -22.73231
H 32.11509 -20.23246 -21.58298
H 32.27047 -20.14297 -23.25829
H 30.47347 -18.58435 -23.22014
H 30.41437 -18.83635 -21.43970
H 28.42958 -19.61200 -23.38503
H 28.51871 -20.17460 -21.71606
H 31.31618 -22.42840 -23.34594
H 30.72366 -22.27479 -21.81963
C 29.79054 -16.10833 -22.42083
C 28.48102 -15.37161 -22.38379
C 27.97199 -15.42020 -23.82549
O 29.15209 -15.61586 -24.58399
C 29.99783 -16.53916 -23.89352
H 29.75679 -16.95109 -21.72565
H 30.67090 -15.52506 -22.14660
H 28.58719 -14.32010 -22.10900
H 27.77914 -15.78570 -21.65810
H 27.46496 -14.48218 -24.06187
H 27.13941 -16.12339 -23.95502
H 31.02467 -16.37044 -24.20869
H 29.68155 -17.57103 -24.08506
Br 30.82134 -21.80748 -26.61293
C 30.08839 -19.97037 -26.58325
C 28.55939 -19.98917 -26.55062
Br 27.89048 -18.15832 -26.61587
H 30.44187 -19.46532 -27.47434
H 30.42348 -19.43966 -25.69587
H 28.21913 -20.40925 -25.61528
H 28.18689 -20.53160 -27.41320
Br 30.10012 -24.62446 -18.49272
C 29.62697 -24.42528 -20.35332
C 30.35990 -25.32806 -21.30936
Br 29.87313 -25.01270 -23.20213
H 29.71179 -23.38640 -20.65808
H 28.54797 -24.58612 -20.37117
H 30.25751 -26.39321 -21.12664
H 31.41759 -25.10504 -21.14483
Br 33.04242 -26.63899 -24.00965
C 34.22027 -25.10048 -24.43957
C 33.32935 -23.88750 -24.33466
Br 34.20074 -22.22972 -25.00048
H 34.62865 -25.29047 -25.42549
H 35.00078 -25.06148 -23.68751
H 33.18329 -23.65326 -23.28493
H 32.39052 -23.97299 -24.86879
Br 35.65253 -18.36967 -23.74535
C 34.10235 -18.49083 -24.99628
C 34.18314 -17.37172 -25.99342
Br 32.59605 -17.31215 -27.10129
H 33.32907 -18.42416 -24.23854
H 34.10476 -19.47692 -25.45382
H 34.96245 -17.57364 -26.72217
H 34.30354 -16.38224 -25.56851
*
```

Record 4
A molecular structure, C26H29FN6O3STi. Source: OMol25; level of theory: ωB97M-V with the def2-TZVPD basis set.

Computed properties:
Relative energy (zero: lowest compared OMol25 entry of this formula, charge and spin) (eV): 3.2168
Frontier orbital gap (alpha / beta) (hartree): 0.2824 / 0.2610

Geometry as ORCA input:
```
! RIJCOSX wB97M-V def2-TZVPD def2/J DEFGRID3
* xyz 1 2
Ti -0.20565 -0.37007 1.73633
C -2.86710 -1.91679 1.24252
C -3.38460 -0.57438 1.72236
N -2.38067 0.44677 1.36310
C -2.63892 1.75838 1.96378
C -1.89857 1.86438 3.26858
C -2.21738 2.78375 4.24735
C -1.40239 2.87021 5.36726
C -0.29564 2.04497 5.46876
C -0.05415 1.13690 4.45364
C 1.10416 0.19596 4.40209
N 0.73375 -0.87608 3.49624
C 0.70641 -2.22757 1.18203
C -0.57409 -3.05295 1.28362
N -1.56168 -2.09733 1.86790
N -0.85350 1.03905 3.38729
H -2.73416 -1.90214 0.15923
H -3.57096 -2.71526 1.48895
H -3.48405 -0.58473 2.81102
H -4.36144 -0.34144 1.29169
H -2.36957 0.53258 0.35229
H -3.70709 1.94321 2.10260
H -2.25850 2.53338 1.29401
H -3.08309 3.42172 4.13282
H -1.62907 3.57770 6.15354
H 0.36728 2.09240 6.32124
H 1.36509 -0.16566 5.39799
H 1.96927 0.74827 4.00856
H 1.39329 -1.64091 3.55561
H 1.07609 -2.12409 0.16379
H 1.50929 -2.60598 1.80759
H -0.46166 -3.90562 1.94743
H -0.93978 -3.41967 0.32421
H -1.67974 -2.27896 2.86356
C 3.53371 2.61109 -4.14145
C 2.37548 1.73288 -4.58210
C 2.82760 0.65287 -5.55139
C 1.62573 -0.11148 -6.07808
C 0.78165 -0.62105 -4.94067
C -0.05016 -1.70110 -5.12257
C -0.81320 -2.19382 -4.06649
F -1.60559 -3.24715 -4.28969
C -0.75676 -1.64237 -2.82104
C 0.08405 -0.54165 -2.60802
C 0.17730 0.03146 -1.28134
O -0.56842 -0.40945 -0.34585
C 1.09114 1.08480 -1.11871
C 1.76888 1.58073 -2.20711
N 1.67626 1.08080 -3.43473
C 0.84938 -0.02020 -3.66581
C 1.32408 1.74263 0.20627
O 1.77064 2.86143 0.27573
O 1.03582 0.98718 1.24342
H 4.04535 2.96173 -5.03615
H 4.25186 2.05004 -3.54090
H 3.21639 3.49334 -3.58813
H 1.62582 2.35483 -5.08151
H 3.52047 -0.02206 -5.04081
H 3.36748 1.12402 -6.37136
H 1.93801 -0.94901 -6.70127
H 1.02274 0.54604 -6.71130
H -0.10932 -2.18903 -6.08725
H -1.33450 -2.04687 -2.00316
H 2.40983 2.43457 -2.05193
S -0.92168 -2.01105 5.10985
C -0.16388 -3.42967 4.67592
N 0.39268 -4.38450 4.32862
*
```

Record 5
2 unconnected molecules or ions with the total composition C4H12. Source: OMol25; level of theory: ωB97M-V with the def2-TZVPD basis set.

Computed properties:
Relative energy (zero: lowest compared OMol25 entry of this formula, charge and spin) (eV): 1.0031
Frontier orbital gap (hartree): 0.4620
SMILES: CC.CC

Geometry as ORCA input:
```
! RIJCOSX wB97M-V def2-TZVPD def2/J DEFGRID3
* xyz 0 1
C 1.29204 1.44263 -1.32610
C 2.49987 0.83940 -0.70002
H 0.58543 2.10487 -0.54767
H 1.55914 2.10863 -2.19182
H 0.60856 0.68707 -1.75570
H 3.28928 0.64271 -1.46358
H 2.89167 1.41080 0.14478
H 2.23076 -0.12306 -0.21878
C -1.18973 -1.26928 1.32763
C -2.55603 -0.99911 0.64828
H -0.99412 -0.62695 2.16983
H -1.17464 -2.29745 1.90537
H -0.41557 -1.35567 0.69011
H -3.13782 -0.48844 1.41975
H -3.04620 -1.90800 0.32284
H -2.67340 -0.23633 -0.17384
*
```

Record 6
A gas-phase ion, C2H2O2P (charge -1). Source: OMol25; level of theory: ωB97M-V with the def2-TZVPD basis set.

Computed properties:
Relative energy (zero: lowest compared OMol25 entry of this formula, charge and spin) (eV): 1.1690
Frontier orbital gap (hartree): 0.3236
SMILES: [H]/P=C/C(=O)[O-]

Geometry as ORCA input:
```
! RIJCOSX wB97M-V def2-TZVPD def2/J DEFGRID3
* xyz -1 1
H 2.46435 0.63727 0.16827
P 1.34469 -0.23489 -0.54211
C 0.06780 0.49846 0.20444
C -1.15715 -0.59327 -0.13695
O -0.76981 -1.17089 -1.14854
O -2.14144 -0.51873 0.61154
H 0.19156 1.38206 0.84336
*
```

In order of appearance, total energy = -15143.7502, -211065.0608, -677760.0952, -79182.0391, -4341.5251, -15489.6842 eV.